Formula: C3H6ClN3S
Source: the Open Molecules 2025 dataset
Level of theory: wB97M-V/def2-TZVPD

Values from the calculation:
* E: -1140.46457 Eh
* SMILES: NC(N)=C(Cl)/C=N\S
* ΔE to the lowest compared entry with this formula, charge and spin: 66.8 kcal per mole
* HOMO level: -7.828 eV
* frontier orbital gap: 8.24 eV

```
14
Properties=species:S:1:pos:R:3:forces:R:3:mulliken_charge:R:1
Cl -1.76675 -1.54341 -0.20465 -0.9 -0.7 -0.5 -0.270
S 2.71838 0.05554 -0.51868 -1.1 1.6 -0.8 -0.077
N 1.84569 -0.63038 0.66605 -3.2 -1.8 1.1 -0.420
N -0.10930 2.05735 0.37403 -1.2 -1.6 4.6 -0.674
N -2.25085 1.45657 -0.24623 -4.9 1.1 -3.0 -0.472
C 0.53442 -0.86211 0.76425 4.2 -0.8 1.6 -0.285
C -0.55802 -0.34224 0.01697 -2.4 3.1 -0.2 0.126
C -1.06000 1.00183 0.02324 4.2 -1.4 0.4 0.454
H 0.32271 -1.67825 1.56307 0.0 1.5 -1.3 0.276
H -0.55441 2.53417 1.35407 1.2 -1.2 -3.5 0.320
H 0.51843 1.36938 0.89304 0.4 1.8 -0.8 0.331
H -3.00034 0.84313 -0.72632 2.0 1.0 1.4 0.251
H 1.72196 0.85240 -1.08242 0.9 -0.5 -0.1 0.162
H -2.36479 2.45888 -0.60729 0.7 -2.1 1.0 0.279
```
Positions in Å, forces in eV/Å.